Formula: C21H13AsAuF9NO7S
Source: the OMol25 dataset
Level of theory: ωB97M-V/def2-TZVPD

```
54
Properties=species:S:1:pos:R:3
Au -0.7347 -0.2023 0.8168
C 3.2206 0.3226 -0.6338
C 3.9203 -0.6490 0.0598
C 3.2312 -1.5842 0.8144
C 1.8526 -1.5194 0.8526
N 1.1926 -0.5359 0.2133
C 1.8432 0.3668 -0.5160
C 0.9626 -2.4229 1.5559
C 1.2834 -3.7219 1.9373
C 0.3332 -4.5060 2.5644
C -0.9369 -3.9951 2.8116
C -1.2681 -2.7079 2.4098
C -0.3091 -1.9377 1.7888
H 3.7221 1.0650 -1.2347
H 5.0016 -0.6727 0.0245
H 3.7474 -2.3457 1.3780
H 1.2366 1.1317 -0.9800
H 2.2631 -4.1240 1.7133
H 0.5713 -5.5248 2.8389
H -1.6887 -4.6161 3.2801
H -2.2685 -2.3261 2.5459
O -4.4233 0.0603 -1.2727
As -2.9874 0.9878 -0.9199
O -3.2480 2.5548 -1.2665
O -2.5680 0.7083 0.7674
C -1.6303 0.2694 -2.1111
C -0.9754 1.2705 -2.8236
C 0.0475 0.9522 -3.7076
C 0.4296 -0.3700 -3.8672
C -0.2257 -1.3757 -3.1674
C -1.2671 -1.0660 -2.3034
S -2.1540 -2.4311 -1.5224
O -1.2798 -3.5787 -1.6496
O -3.4133 -2.4984 -2.2548
O -2.3616 -1.9640 -0.1670
H -4.2221 -0.8867 -1.3909
H -1.2786 2.2977 -2.6589
H 0.5515 1.7388 -4.2544
H 1.2370 -0.6239 -4.5433
H 0.0495 -2.4148 -3.2838
F 0.9364 5.1986 0.6795
C 0.1495 4.2451 0.1315
F -1.0327 4.8025 -0.0993
F 0.6881 3.9376 -1.0531
C 0.0555 2.9562 1.0381
O -0.1263 1.8995 0.2428
C 1.4327 2.8025 1.7769
F 1.5121 1.5923 2.3584
F 2.4342 2.8602 0.8753
F 1.7113 3.7030 2.7240
C -1.0596 3.1703 2.1042
F -0.8100 4.2682 2.8536
F -1.0909 2.1221 2.9457
F -2.2569 3.3166 1.5784
```

Properties
net charge	-1
highest occupied orbital energy (spin up / spin down)	-6.35 / -6.35	eV
frontier orbital gap (spin up / spin down)	0.26602 / 0.26604	Eh
energy relative to the best compared isomer or geometry (same formula, charge and spin)	32.72	kcal per mole


Formula: C21H13BrCl5N4O5RuS2
Source: the OMol25 dataset
Level of theory: ωB97M-V/def2-TZVPD

```
52
Properties=species:S:1:pos:R:3
Ru 0.0186 -1.3054 0.4154
Br 1.0140 1.2042 3.0373
C -0.0727 -0.2713 3.4604
C -0.5123 -0.3803 4.7730
C -1.2638 -1.4800 5.1303
C -1.5221 -2.4475 4.1694
C -1.0458 -2.2492 2.8940
N -0.3535 -1.1557 2.5188
C -1.2484 -3.3299 1.8607
O -1.8336 -4.3467 2.1167
O -0.7064 -3.0682 0.6833
H -0.2582 0.3905 5.4841
H -1.6252 -1.5881 6.1438
H -2.0720 -3.3543 4.3729
Cl 2.2635 -3.8861 1.7356
C 2.8824 -2.4053 1.0970
C 1.9988 -1.4473 0.6336
C 2.5411 -0.2607 0.1723
Cl 1.3127 0.8860 -0.3267
C 3.8902 0.0200 0.1332
Cl 4.4495 1.5358 -0.4449
C 4.7679 -0.9662 0.5875
Cl 6.4610 -0.6755 0.5556
C 4.2610 -2.1736 1.0707
Cl 5.3477 -3.3785 1.6389
N 0.2868 5.2820 -3.3482
C -0.4225 4.1812 -2.9008
C -0.5817 3.9507 -1.5289
C -1.3284 2.8799 -1.0830
C -1.9318 2.0213 -1.9948
C -1.7831 2.2403 -3.3568
C -1.0379 3.3145 -3.8069
S -2.7744 0.5833 -1.4238
O -3.4612 0.9243 -0.2052
O -3.5227 0.0578 -2.5356
N -1.5796 -0.4345 -1.0478
C -0.9973 -1.1968 -2.0001
S -1.5332 -1.7427 -3.5462
C -0.1402 -2.7764 -3.6185
C 0.6077 -2.6778 -2.5026
N 0.1356 -1.7459 -1.6045
H 0.9491 5.6800 -2.7039
H 0.6276 5.2407 -4.2940
H -0.1190 4.6237 -0.8167
H -1.4400 2.6984 -0.0218
H -2.2627 1.5719 -4.0593
H -0.9335 3.4904 -4.8706
H 0.0471 -3.3904 -4.4827
H 1.5143 -3.2193 -2.2824
O -2.1558 1.2201 2.1880
H -2.0645 2.1308 2.4835
H -2.7935 1.2259 1.4510
```

Properties
spin multiplicity	2
net charge	0
highest occupied orbital energy (spin up / spin down)	-8.27 / -8.25	eV
⟨S²⟩	0.754
frontier orbital gap (spin up / spin down)	0.28949 / 0.25476	Eh
energy relative to the best compared isomer or geometry (same formula, charge and spin)	5.99	kcal per mole


Formula: C21H14BCl3F4IrN5O5S
Source: the OMol25 dataset
Level of theory: ωB97M-V/def2-TZVPD

```
55
Properties=species:S:1:pos:R:3
Ir 0.1613 0.2422 -0.6469
C 2.0148 3.5491 1.2160
C 0.7724 2.7658 0.9654
O 0.4755 2.3451 -0.1806
N -0.0250 2.5627 2.0130
C -1.2238 1.7571 1.9059
C -0.9248 0.3420 2.2946
C -1.2890 -0.1263 3.5405
C -0.9793 -1.4239 3.9063
C -0.2942 -2.2145 3.0087
C 0.0553 -1.6833 1.7837
N -0.2649 -0.4371 1.4187
H 2.2946 4.0825 0.3131
H 2.8114 2.8339 1.4300
H 1.8882 4.2284 2.0571
H 0.4387 2.5958 2.9114
H -1.5838 1.7992 0.8831
H -1.9992 2.1718 2.5468
H -1.8228 0.5336 4.2101
H -1.2576 -1.8017 4.8812
H -0.0004 -3.2264 3.2445
H 0.6281 -2.2553 1.0703
O -3.4113 -0.4334 0.7327
C -2.5818 -0.7558 -0.0877
O -1.8115 0.1652 -0.6685
C -2.4587 -2.1589 -0.5738
C -3.5982 -2.9541 -0.4329
C -3.6246 -4.2581 -0.8795
C -2.4819 -4.7893 -1.4712
C -1.3443 -4.0209 -1.6047
C -1.3061 -2.6913 -1.1591
S 0.2669 -1.9353 -1.3484
H -4.4644 -2.5059 0.0350
H -4.5199 -4.8561 -0.7747
H -2.4789 -5.8107 -1.8311
H -0.4561 -4.4423 -2.0597
N -0.1877 0.9501 -2.4643
C -0.3989 1.7157 -3.3058
C -0.6777 2.6016 -4.3214
C 0.1666 2.6656 -5.4580
N 0.8468 2.7228 -6.3876
C -1.8044 3.4528 -4.2017
N -2.7215 4.1459 -4.1046
Cl 3.8648 1.5286 -3.9204
C 4.0787 0.4192 -2.5466
Cl 5.7155 0.5673 -1.8952
Cl 3.8230 -1.2377 -3.1011
C 3.0476 0.8926 -1.4596
O 3.3063 1.8787 -0.8280
O 1.9992 0.1427 -1.4757
F 4.0020 0.5079 2.6470
B 2.6951 0.0613 2.5803
F 1.8362 0.9501 3.2939
F 2.5513 -1.2309 3.0863
F 2.2525 0.0720 1.2129
```

Properties
spin multiplicity	2
net charge	-1
highest occupied orbital energy (spin up / spin down)	-5.98 / -5.94	eV
⟨S²⟩	0.755
frontier orbital gap (spin up / spin down)	0.28435 / 0.20060	Eh
energy relative to the best compared isomer or geometry (same formula, charge and spin)	30.19	kcal per mole


Formula: C21H14BClF2MnN4O4Se2
Source: the OMol25 dataset
Level of theory: ωB97M-V/def2-TZVPD

```
50
Properties=species:S:1:pos:R:3
Mn 10.0754 5.3471 14.3060
O 9.6791 10.5816 17.4947
C 9.0119 9.5477 18.0789
O 8.8307 9.3727 19.2801
C 8.6450 8.4180 17.1158
C 7.5016 7.6256 17.5145
Cl 6.5419 7.5310 18.8647
N 7.1755 6.8792 16.3887
N 8.0940 7.0376 15.3944
C 9.0901 8.0167 15.8489
C 10.5431 8.2938 15.3599
O 11.0395 9.4411 15.5233
O 11.1309 7.2993 14.8274
C 5.8933 6.3512 16.2485
C 4.9143 6.9969 15.4661
C 3.6116 6.5314 15.4764
C 3.1593 5.5913 16.3979
C 4.1220 5.0011 17.2779
C 5.4404 5.3445 17.1458
H 10.2069 10.2078 16.6736
H 5.0975 7.7982 14.7877
H 2.8918 6.9145 14.7535
H 2.1222 5.3371 16.3134
H 3.8816 4.4120 18.1819
H 6.1492 4.8417 17.7966
Se 11.7032 2.3689 14.0582
Se 9.2214 2.6068 13.5727
C 9.3939 3.8102 12.1013
C 8.9727 3.5756 10.7485
C 9.0870 4.6102 9.8393
C 9.7177 5.7999 10.1667
C 10.0360 6.0350 11.4585
N 9.8491 5.0865 12.4088
C 11.2817 2.9367 15.8410
C 11.1512 2.0154 16.9200
C 11.0866 2.5254 18.1792
C 11.0875 3.9429 18.3533
C 11.0368 4.7464 17.2647
N 11.0634 4.2671 15.9799
H 8.6664 2.5861 10.4396
H 8.6944 4.4378 8.8651
H 9.8631 6.5840 9.3936
H 10.4358 6.9466 11.8113
H 11.1101 0.9668 16.6232
H 11.0463 1.8753 19.0255
H 11.1253 4.4020 19.3383
H 10.9985 5.8230 17.4274
F 7.3165 5.9051 13.3307
B 7.6000 7.1246 13.9448
F 7.0686 8.2264 13.4481
```

Properties
spin multiplicity	5
net charge	+1
highest occupied orbital energy (spin up / spin down)	-8.65 / -10.86	eV
⟨S²⟩	6.266
frontier orbital gap (spin up / spin down)	0.13785 / 0.21701	Eh


Formula: C21H14Cl2F6N3O6S3Sr
Source: the OMol25 dataset
Level of theory: ωB97M-V/def2-TZVPD

```
56
Properties=species:S:1:pos:R:3
Sr 2.1704 -0.3476 -0.0900
F 4.0638 2.2661 3.8836
C 3.2546 1.2172 3.8067
F 3.6424 0.2875 4.6643
F 2.0038 1.5785 4.0506
S 3.2835 0.5487 2.0979
O 2.4174 -0.6448 2.1379
O 2.8729 1.6325 1.2261
N 4.8195 0.1280 1.9129
S 5.0650 -1.1918 1.0111
O 4.1790 -1.2048 -0.1767
O 6.4490 -1.4782 0.8178
C 4.5176 -2.6866 2.0529
F 4.3472 -2.3624 3.3235
F 5.4796 -3.5948 1.9822
F 3.4036 -3.1846 1.5459
S 1.5188 -1.6696 -2.8425
C 0.7312 -2.7727 -1.7610
C 0.1826 -4.0180 -2.1842
C -0.4078 -4.8677 -1.2914
C -0.4794 -4.5251 0.0668
C 0.0557 -3.3124 0.4171
N 0.6205 -2.4508 -0.4427
H 0.2583 -4.2705 -3.2345
H -0.8148 -5.8135 -1.6350
H -0.9230 -5.1761 0.8088
H 0.0305 -2.9837 1.4547
Cl -2.4579 -0.2673 -1.8447
C -2.7403 0.0771 -0.1759
C -2.5099 -0.9517 0.7205
C -2.8077 -0.7952 2.0601
C -3.3490 0.4047 2.4970
C -3.5431 1.4322 1.5958
Cl -4.2149 2.9452 2.1895
C -3.2273 1.3241 0.2349
N -3.4459 2.4165 -0.6044
C -2.7837 2.7327 -1.8222
C -3.5438 2.9764 -2.9611
C -2.9318 3.2695 -4.1696
C -1.5424 3.2981 -4.2408
C -0.7985 3.1019 -3.0875
C -1.4033 2.8573 -1.8566
C -0.5570 2.7883 -0.6086
C 0.3218 1.5661 -0.4341
O 1.1590 1.2980 -1.3498
O 0.1739 0.8813 0.6232
H -2.1027 -1.8806 0.3379
H -2.6304 -1.6054 2.7554
H -3.6096 0.5605 3.5351
H -4.2458 2.9793 -0.3675
H -4.6238 2.8964 -2.8944
H -3.5344 3.4488 -5.0519
H -1.0416 3.4810 -5.1835
H 0.2846 3.1314 -3.1201
H -1.1732 2.8978 0.2836
H 0.1365 3.6326 -0.6634
```

Properties
net charge	-1
highest occupied orbital energy	-4.23	eV
frontier orbital gap	0.24522	Eh
energy relative to the best compared isomer or geometry (same formula, charge and spin)	63.30	kcal per mole


Number 1: total energy -137635.676 eV. Number 2: total energy -195093.924 eV. Number 3: total energy -102489.132 eV. Number 4: total energy -216794.567 eV. Number 5: total energy -113455.764 eV.